Record 1
C30H55B2Cl28I2N2O9 | the ωB97M-V functional and the def2-TZVPD basis

electronic energy	-15493.14485	Ha
Kohn-Sham gap	6.2	eV
LUMO	1.37	eV
F_max	6.14	eV Å⁻¹

```
! wB97M-V def2-TZVPD RIJCOSX def2/J DEFGRID3
* xyz -1 1
H -0.13 8.31 3.69
Cl 8.38 3.12 6.47
H 4.32 -3.78 -5.42
H -0.26 4.45 0.25
O -2.55 1.73 0.32
Cl 0.69 -2.67 -0.56
H -1.17 -1.30 -0.26
Cl 3.95 -3.13 -3.19
H -0.39 -0.07 0.99
C 9.65 -6.37 -2.70
O -0.77 0.63 -1.04
C -5.34 0.77 3.71
Cl -8.65 5.21 1.23
H 2.16 3.38 1.46
H 0.48 -1.08 -1.76
Cl 8.61 -3.63 0.16
H 8.17 1.84 4.49
C 1.55 2.42 1.58
C 0.78 -4.09 -1.60
I -3.38 1.55 5.94
C -11.35 2.31 1.06
H 1.60 2.06 2.69
Cl 7.70 1.12 1.60
H 0.96 0.67 -2.24
H 1.56 0.45 0.36
H -11.37 -2.77 0.94
C -1.89 3.84 1.73
C 1.14 4.78 -3.70
C 0.99 -6.48 -5.67
H 10.61 -6.76 -2.36
C -0.37 3.81 1.22
O -3.05 -0.91 -2.40
H 8.67 -0.88 0.81
N -4.08 3.76 -1.23
O -2.98 0.21 2.00
C 8.26 1.61 5.56
B -2.64 0.24 0.58
C 7.17 -3.54 -0.86
H 1.38 -5.62 -5.12
H 4.04 -5.18 -4.35
H -12.23 1.75 1.38
C -4.29 3.38 -0.10
H 0.07 -6.82 -5.20
O -4.11 3.05 1.28
I -4.93 -1.29 4.39
O -1.16 -0.23 3.97
C 7.73 -0.35 0.62
H 7.23 -2.64 -1.48
C -4.06 1.75 3.83
H -10.38 -1.29 0.78
Cl 5.70 -3.46 0.11
H 3.01 0.70 1.47
C 4.54 -4.22 -4.45
H -0.54 -0.05 -3.03
H -0.94 2.82 4.61
Cl 8.94 -7.51 -3.85
H 1.65 4.94 -2.75
Cl 0.73 6.18 3.16
Cl -1.28 7.73 1.72
H -0.34 -0.22 4.53
H -6.66 -0.18 2.19
H -6.11 1.17 4.48
Cl -12.09 -1.40 -0.85
Cl -11.30 3.84 1.94
Cl -9.66 -3.00 -0.67
C 0.14 7.80 2.77
Cl -5.78 4.74 1.07
H 6.89 -0.99 0.91
B -1.50 1.14 3.62
H 0.42 5.58 -3.87
H -1.90 4.05 2.88
H 7.38 1.06 5.89
H -0.03 -4.77 -1.34
Cl 9.69 0.61 5.80
H 13.45 -8.28 -0.18
H -6.84 1.65 2.16
C -4.94 0.68 -2.15
Cl 4.75 1.51 -2.13
C -3.91 -1.90 0.31
Cl 11.24 -8.12 -0.99
Cl 0.62 -3.65 -3.31
C -7.13 5.73 0.50
H 4.53 1.23 -4.47
H -4.47 2.83 3.78
H 2.84 1.65 -0.17
Cl 0.66 -6.01 -7.34
C -5.26 -2.69 -0.13
C 3.87 1.57 -3.67
H -2.38 4.78 1.27
H 7.13 -4.42 -1.50
H -5.50 1.14 -1.25
C -1.10 -0.23 0.11
C -6.07 0.82 2.28
H -5.55 -3.32 0.78
O -0.54 2.14 4.03
Cl 6.28 -4.46 -4.30
H -4.42 1.50 -2.74
H 8.98 -6.26 -1.85
H 0.26 4.36 2.03
H -4.98 -3.44 -0.96
H 3.56 2.59 -3.86
Cl 7.61 0.02 -1.10
Cl 0.28 3.24 -3.65
O 0.20 2.50 1.08
H -7.20 5.63 -0.59
H -6.94 6.77 0.76
Cl -9.90 1.35 1.36
C -2.73 2.50 1.51
H 0.93 8.35 2.26
H -11.43 2.52 -0.01
N -3.79 -0.50 -0.11
C -2.89 1.45 2.77
Cl 2.44 0.53 -3.63
H 1.74 -4.59 -1.45
Cl 2.19 -7.78 -5.60
H -6.06 -1.93 -0.45
Cl 2.34 4.81 -5.00
H -5.38 0.85 1.38
H -5.74 0.11 -2.75
O -3.06 -2.58 0.94
C 12.50 -7.93 0.23
C 2.29 1.24 0.74
C 0.06 -0.04 -2.04
H 12.24 -8.54 1.10
C -10.87 -2.10 0.24
Cl 12.66 -6.25 0.74
C -3.81 -0.33 -1.57
Cl 9.90 -4.78 -3.44
*
```

Record 2
C30H55ClN10 | the ωB97M-V functional and the def2-TZVPD basis

electronic energy	-2182.66211	Ha
Kohn-Sham gap	9.9	eV
LUMO	-7.85	eV
relative energy (zero: lowest compared OMol25 entry of this formula, charge and spin)	3.0	kcal/mol
F_max	1.93	eV Å⁻¹

```
! wB97M-V def2-TZVPD RIJCOSX def2/J DEFGRID3
* xyz 4 1
C -4.69 -0.12 1.19
C -0.23 1.59 3.23
H -0.68 -2.29 -1.58
H 2.81 0.35 4.09
H 4.64 -2.38 -1.94
H -3.32 -0.73 -3.20
H -7.00 -1.46 -3.16
C -3.96 1.15 1.62
H -2.55 -0.19 -0.50
H -1.48 -5.92 -2.54
H -2.89 1.08 1.38
H -0.64 0.83 2.58
C 0.36 8.39 -0.42
N 4.36 -5.30 -0.56
H 3.00 -7.21 1.03
H 0.91 3.18 0.52
H -4.42 2.02 1.17
C -0.66 5.62 4.52
C 0.02 -5.00 -1.27
H -0.64 5.74 3.43
H 0.60 9.42 -0.66
H 5.21 -4.95 -2.57
C 3.78 -4.49 0.30
C -1.35 2.87 -1.03
H 0.34 -0.53 -4.67
C 4.57 -6.76 -0.48
N 0.32 3.35 4.46
C 3.43 -2.03 0.53
H 1.83 -0.14 2.72
C 0.64 4.05 -0.05
H 1.42 -0.19 -3.29
H 1.28 5.04 5.23
H 2.34 -1.95 0.56
Cl 0.03 -0.42 0.33
C 4.78 -4.57 -1.66
H 2.02 -2.60 -4.74
H 1.89 7.38 -1.54
H 3.78 -1.13 0.02
H -4.38 -0.98 1.78
H 4.00 -1.92 1.46
N -5.23 -0.78 -2.28
H -1.57 -6.28 -0.79
N 0.63 -2.11 -3.26
H 0.15 -4.56 -0.28
H -5.95 -0.41 -4.19
H 2.13 5.66 0.19
H 0.02 4.48 6.22
N -0.46 4.02 -0.86
C 0.81 7.38 -1.46
C -5.68 -0.64 -1.03
H -0.79 1.99 -1.32
H 3.49 -4.76 1.30
H -6.67 -0.93 -0.70
H 1.82 -5.15 -3.38
C -1.41 -5.50 -1.54
H 4.11 -8.43 0.85
C 1.47 -2.98 -3.90
H -1.28 5.49 -2.25
C -0.55 5.19 -1.51
H -5.48 -2.03 -3.96
H -2.17 3.15 -1.69
H -0.31 -0.26 -3.04
H 4.64 -6.95 1.69
H 1.38 -0.63 4.39
C 1.23 2.40 4.67
H 2.06 2.54 5.34
C 1.21 5.27 -0.23
C 4.49 -3.29 -1.38
C -3.87 -0.62 -2.28
N -4.65 -0.36 -0.24
C -3.50 -0.32 -1.00
C -0.60 2.84 3.56
H -5.73 0.10 1.47
C 0.02 -2.74 -2.26
H -4.03 1.26 2.70
H 0.71 -5.85 -1.33
N 0.43 6.00 -1.07
H 4.00 -7.20 -1.30
N 0.46 -3.99 -2.24
H 0.79 8.18 0.57
H 0.42 7.61 -2.45
C 1.38 -4.18 -3.25
N 0.94 1.32 3.94
C 0.27 4.63 5.17
N 3.85 -3.22 -0.16
H -0.54 6.61 4.97
C 4.07 -7.34 0.84
C 1.79 0.16 3.76
H -0.71 8.37 -0.19
C -5.99 -1.21 -3.45
H -1.81 2.70 -0.05
H 5.62 -6.97 -0.62
H -1.73 5.46 4.71
H -2.12 -4.68 -1.43
C 0.51 -0.70 -3.61
H -1.51 3.38 3.34
*
```

Record 3
C30H55ClN10 | the ωB97M-V functional and the def2-TZVPD basis

electronic energy	-2182.63714	Ha
Kohn-Sham gap	9.0	eV
LUMO	-7.87	eV
relative energy (zero: lowest compared OMol25 entry of this formula, charge and spin)	18.6	kcal/mol
F_max	2.41	eV Å⁻¹

```
! wB97M-V def2-TZVPD RIJCOSX def2/J DEFGRID3
* xyz 4 1
H 3.95 -4.33 -0.67
H 2.10 7.12 0.50
H -5.00 2.09 -5.48
N -5.35 -1.86 2.10
C 5.25 2.93 -2.88
H 3.73 -1.17 -2.51
H -4.12 3.86 0.50
C -3.42 3.20 0.01
C -1.62 4.77 0.63
Cl 0.29 -0.79 -0.12
H -5.23 3.01 -3.96
C 0.08 3.40 0.79
H 6.01 5.36 -1.93
H 2.28 -5.82 4.70
H 4.55 0.12 0.15
C -4.89 2.08 -4.40
C 6.04 4.61 -1.15
C 1.48 6.26 0.28
C -2.74 -3.99 4.55
H 0.89 5.62 2.35
H -3.83 0.07 -2.60
H -1.79 -3.89 2.67
H -0.18 6.67 1.57
C 3.05 -4.93 -0.70
C -2.28 -3.18 3.33
C -3.25 -1.86 1.46
H 0.96 6.43 -0.67
C 4.61 1.73 -2.76
H -5.00 -2.71 4.03
H 5.36 2.40 0.31
H 2.97 0.23 -0.70
C 0.73 -6.32 3.39
H -1.10 1.65 0.05
H -1.95 -4.64 4.94
C 0.50 5.83 1.36
N 4.61 1.34 -1.44
H 3.29 -5.98 -0.89
H 0.91 -3.53 3.17
H 0.95 0.93 -2.54
H 4.16 -2.03 -1.05
H -2.20 5.67 0.75
H -1.12 0.02 -2.49
H 0.74 -5.11 5.25
C 1.20 -5.98 4.79
H -3.62 2.21 0.43
H -1.53 -2.44 3.63
H -2.34 -1.83 0.86
H 0.39 1.06 -5.06
H 2.23 -2.71 0.87
H 2.16 5.44 0.02
H 2.38 -4.57 -1.47
N -3.53 1.75 -3.96
H 5.39 -1.16 -1.97
H -7.22 -2.10 3.10
N -2.03 3.55 0.29
H -5.54 1.28 -4.05
H -7.03 -0.62 2.15
C 2.07 -3.69 1.26
C -0.94 2.70 0.27
C 4.06 0.13 -0.82
H 2.08 -6.96 1.07
C -6.78 -1.68 2.21
H -4.90 -1.29 0.09
H 5.50 4.97 -0.29
H -7.24 -2.13 1.32
H 4.21 1.11 -3.55
C 4.36 -1.12 -1.62
H -0.36 -6.16 3.36
H 0.40 2.60 -2.40
H 1.89 2.22 -3.29
H 5.45 3.58 -3.71
C 0.89 1.88 -3.07
N -0.30 4.73 0.88
C -4.61 -2.31 3.11
N 2.36 -4.85 0.59
H -3.55 -4.66 4.25
H 7.11 4.55 -0.95
H -3.12 -3.38 5.37
C 5.26 2.30 -0.76
N 1.29 -5.45 2.35
H -3.56 3.18 -1.07
C 1.33 -4.08 2.35
N -3.33 -2.39 2.71
H 1.18 -6.87 5.42
H -2.41 2.73 -5.47
C -4.50 -1.53 1.05
C -1.81 0.64 -3.05
C 1.93 -5.91 1.28
H 1.09 3.12 1.03
N 5.57 3.29 -1.60
C -2.40 2.12 -4.58
C 0.07 1.82 -4.35
H 0.07 2.77 -4.89
H 0.80 -7.37 3.11
N -1.34 1.58 -3.98
C -3.15 0.68 -3.17
*
```

Record 4
C30H55ClP2PtSSi2 | the ωB97M-V functional and the def2-TZVPD basis

electronic energy	-3415.37278	Ha
Kohn-Sham gap (spin up / spin down)	6.4 / 2.7	eV
LUMO (spin up / spin down)	0.34 / -3.29	eV
relative energy (zero: lowest compared OMol25 entry of this formula, charge and spin)	0.0	kcal/mol
<S²>	6.0281
F_max	2.98	eV Å⁻¹

```
! wB97M-V def2-TZVPD RIJCOSX def2/J DEFGRID3
* xyz 0 5
H -1.60 4.76 -2.13
H 0.75 0.47 3.93
P -0.19 2.55 0.68
C -1.08 -4.81 -0.27
H 4.67 -0.46 2.60
Si 2.02 2.74 -1.69
Pt -0.16 0.09 1.24
H 1.94 -4.05 -3.30
C 3.97 -0.42 3.44
C -0.15 5.17 1.98
C -1.15 4.65 -1.14
H 4.24 2.35 -0.64
H 4.21 -2.35 -0.14
H -1.05 -2.82 -1.13
H -0.85 2.22 3.63
H 0.94 5.22 2.07
C 3.89 2.79 -1.59
H 3.78 -0.68 6.82
C -1.36 -3.29 -0.18
H -0.44 5.70 1.06
H -3.39 -3.99 -0.08
H 4.22 3.84 -1.64
H -3.26 -2.33 -0.64
H 4.34 -2.53 -1.91
H 1.91 3.48 -4.01
H 4.20 -3.98 -0.87
H -0.51 -5.09 3.75
C 1.44 1.02 -2.10
C 1.47 -4.25 -2.33
C 0.28 -0.90 -2.63
H -3.39 3.88 -0.60
H 2.19 2.91 0.79
H -0.12 5.00 -1.24
H 2.08 -2.46 1.28
C 2.62 -0.12 3.12
H -3.07 -2.68 1.08
H -1.53 -5.36 0.55
H -1.22 -1.48 3.79
H 0.35 3.81 -3.24
Cl -2.32 0.19 1.52
C 3.47 -0.50 5.79
C -1.35 3.19 -0.69
H -0.17 -5.33 2.04
Si 2.01 -2.90 -1.16
P -0.28 -2.35 1.07
H -0.49 1.11 -3.24
H -3.00 2.72 0.71
H 0.76 2.99 3.54
C -0.78 -3.28 2.63
S 2.15 0.00 1.43
C 1.74 0.12 4.19
H -4.69 -0.99 -0.82
H -0.02 -5.09 -0.32
H -4.76 0.80 -1.35
C 2.16 -0.09 5.51
H -3.66 -0.42 -2.30
C -0.06 -4.62 2.87
C 1.43 3.84 -3.09
H 0.39 -2.17 4.09
C -0.68 3.73 2.08
H -0.57 5.75 2.82
H -3.24 2.16 -0.95
H -1.06 -2.98 4.74
C -2.85 -3.05 0.07
C 2.19 -0.10 -1.66
H 1.46 0.07 6.32
H 1.82 -5.23 -1.97
H 0.38 -4.29 -2.48
H 5.42 -0.94 4.95
H -0.62 3.89 4.22
C -0.66 -2.41 3.88
H 3.19 -0.05 -1.23
C 4.38 -0.65 4.75
H -1.04 2.53 -1.52
H -1.85 -3.48 2.46
H -1.77 3.76 1.97
H -0.47 -1.59 -3.02
H 1.75 4.88 -2.92
H -1.54 -5.19 -1.19
H 1.46 -4.07 0.95
C -4.36 -0.21 -1.49
C 1.37 -3.02 0.64
C 3.87 -2.93 -1.00
H 1.41 4.32 0.08
H 4.33 2.24 -2.43
C -2.82 2.97 -0.35
H -1.68 5.36 -0.49
C -0.32 3.16 3.44
C 1.45 -1.28 -1.90
C 1.42 3.22 0.06
H 1.00 -4.47 3.07
C 0.27 0.51 -2.75
*
```